# 1
Below is a molecular structure, C18H24N5OS4W in a non-equilibrium geometry, with properties calculated with wB97M-V/def2-TZVPD.

ORCA input file:
```
! RIJCOSX wB97M-V def2-TZVPD def2/J DEFGRID3
* xyz 2 2
H 3.38 4.68 1.21
C -0.72 -0.94 3.70
C -3.35 -1.04 -1.10
C 1.22 3.19 -1.09
H -0.11 -0.43 -2.61
W 1.39 -1.93 -0.31
C -2.78 -1.63 4.75
N -2.30 -2.47 2.53
C -1.17 1.24 -2.01
S 0.61 -3.51 -1.94
C 2.28 4.23 -0.58
H -1.46 1.33 -0.97
H -4.02 -2.97 3.61
C -1.58 -0.90 4.80
C -2.71 -0.85 -2.52
C 1.28 4.78 1.73
H 3.22 4.06 -1.15
C 2.46 4.14 0.96
C 2.58 -5.79 -2.15
H 0.15 -0.29 3.68
S 3.21 -1.95 0.84
C 4.47 -4.92 -1.23
H -1.29 -0.32 5.67
H -3.10 1.32 -2.91
S -0.43 -1.23 1.02
N 2.38 -6.88 -2.53
S 2.51 -0.56 -1.84
H 2.61 3.08 1.22
H -1.87 0.58 -3.94
H 1.47 4.85 2.82
C -2.26 0.65 -2.90
C 3.10 -4.63 -1.49
H -4.41 -0.72 -1.17
H 0.28 3.22 -0.52
C -3.11 -2.38 3.68
H 0.37 4.18 1.63
H 0.98 3.54 -2.12
C -1.16 -1.65 2.54
H -0.94 2.29 -2.32
H 1.93 5.21 -0.93
H 1.08 5.83 1.37
H -3.52 -1.62 5.60
H 2.62 1.71 -0.59
C 2.18 -3.65 -1.24
C 1.26 0.69 -1.61
H -3.30 -2.06 -0.79
H -3.40 -1.15 -3.31
H -1.81 -1.46 -2.56
N 5.50 -5.43 -0.97
N 1.76 1.85 -1.13
N 0.03 0.43 -2.08
H -2.90 -0.46 -0.32
O -2.62 -3.25 1.56
*
```

Calculated values
- energy above the lowest of the compared OMol25 structures with the same formula, charge and spin (eV) = 0.000
- energy (hartree) = -2708.33739
- E_HOMO (alpha / beta) (hartree) = -0.5486 / -0.5233

Mulliken atomic charge list, values in e, 5 entries: number 1, H, carries 0.358; number 2, C, carries -0.633; number 3, C, carries -1.096; number 4, C, carries -0.564; number 5, H, carries 0.395

# 2
Below is a single C18H24O5Si molecule in a non-equilibrium geometry, with properties calculated with wB97M-V/def2-TZVPD.

ORCA input file:
```
! RIJCOSX wB97M-V def2-TZVPD def2/J DEFGRID3
* xyz 0 1
H 3.00 1.34 -2.08
H -3.77 3.67 -2.71
O 0.65 1.81 1.75
C -0.34 1.47 -1.90
O -1.41 -6.30 1.51
H -1.18 -6.94 -0.42
C 1.21 3.28 -2.24
C -1.35 2.27 -2.44
H 3.97 0.33 2.47
C -0.92 -5.00 1.57
C -0.02 -2.94 0.67
H -2.67 -7.48 0.34
C 0.63 3.11 1.25
C -1.01 -4.38 2.80
O 1.51 -0.63 1.17
H 0.39 -2.34 -0.12
H 0.24 3.80 1.97
C -1.09 3.56 -2.91
H 0.33 5.08 -3.05
C -0.53 -3.11 3.00
O 2.62 1.62 -0.11
H -0.30 -4.73 -0.45
C -0.44 -4.24 0.49
C 0.96 1.97 -1.91
H -0.05 3.10 0.40
C 0.56 -1.00 2.14
C 3.30 1.17 2.66
C 0.21 4.05 -2.76
Si 2.01 0.95 1.32
H 1.10 -0.98 3.10
O -2.00 4.46 -3.48
H -0.22 -0.24 2.20
C 2.15 1.19 -1.39
H 1.65 3.36 0.94
H 3.76 2.15 2.57
H -0.46 0.43 -1.68
C -1.99 -6.65 0.26
H 2.19 3.71 -2.05
H 2.90 1.11 3.67
H -0.61 -2.68 3.97
H -1.47 -4.94 3.60
H 1.93 0.11 -1.32
C -3.30 3.96 -3.65
C -0.01 -2.37 1.93
H -3.27 3.11 -4.31
H -3.87 4.75 -4.11
H -2.66 -5.84 -0.13
H -2.33 1.84 -2.53
*
```

Calculated values
- energy above the lowest of the compared OMol25 structures with the same formula, charge and spin (eV) = 0.000
- energy (hartree) = -1366.06301
- E_HOMO (hartree) = -0.3095
- SMILES string = COc1ccc(CO[Si](C)(OC)OCc2ccc(OC)cc2)cc1

Mulliken atomic charge list, values in e, 5 entries: number 1, H, carries 0.372; number 2, H, carries 0.330; number 3, O, carries -0.452; number 4, C, carries -0.859; number 5, O, carries -0.453

# 3
Below is a molecular structure, C18H25Al2Cl6KO18S2 in a non-equilibrium geometry, with properties calculated with wB97M-V/def2-TZVPD.

ORCA input file:
```
! RIJCOSX wB97M-V def2-TZVPD def2/J DEFGRID3
* xyz 2 1
C -1.51 -4.85 -1.35
C -6.84 -5.31 -2.17
O -4.29 1.31 -3.17
K -0.07 -2.38 0.30
O -3.58 -5.08 4.65
Cl -2.29 -3.30 -0.88
C -6.51 -5.37 0.18
Cl 9.06 5.33 1.23
O -0.56 -0.14 -2.88
C -0.36 -0.26 -1.49
O -2.86 0.95 -1.27
O -4.48 2.68 -1.20
H 0.91 1.87 -3.57
H 3.23 6.58 6.06
O -3.42 -6.56 2.73
O -4.02 -4.28 2.49
H -7.73 -6.79 -0.89
C 3.29 1.06 -3.73
Al -0.36 -2.79 -5.18
H 3.17 0.32 -2.92
H 1.10 1.39 -1.32
C -5.21 -5.53 -0.58
C -0.03 -4.89 -0.99
O 1.70 4.93 4.66
H 0.36 -5.89 -1.18
H -7.14 -5.90 -3.03
H 1.36 -0.84 -3.22
C 0.56 -0.27 -3.69
O 7.05 5.59 3.79
C 1.03 1.06 -4.28
S -4.14 -5.45 3.35
Cl 9.92 7.74 -0.08
C 8.84 7.07 1.14
O -4.10 -5.62 -0.13
H -1.36 -0.36 -1.05
O 4.20 1.81 -3.72
C 3.67 4.32 3.43
Cl 7.16 7.43 0.71
C 3.69 5.99 5.27
O 2.38 1.02 -4.74
H 7.31 6.26 4.46
H 1.28 2.69 2.07
H 0.41 1.28 -5.13
H -6.98 -4.25 -2.40
H -0.52 1.61 -0.49
O 0.51 2.22 1.71
O -5.43 -5.53 -1.90
C -7.55 -5.72 -0.89
C 5.12 6.17 5.05
O -2.60 2.88 -2.68
H -2.04 -5.64 -0.82
Al -0.23 3.38 -1.07
H -1.66 -4.98 -2.41
Cl 0.95 -3.75 -1.99
H 1.45 4.26 4.00
Cl 9.21 7.80 2.71
H 5.53 3.93 2.40
H 0.14 -4.66 0.06
H 0.23 -1.13 -1.21
H 0.23 -0.88 -4.57
O 5.82 6.91 5.70
C 5.08 4.50 3.19
H -6.55 -6.03 1.03
H -6.59 -4.33 0.51
H -8.51 -5.22 -0.75
C 3.00 5.13 4.51
C 0.29 0.92 -0.77
O 2.97 3.54 2.79
C 5.77 5.37 3.95
O -5.51 -5.88 3.56
S -3.58 1.95 -2.08
H 0.66 0.58 0.19
*
```

Calculated values
- energy (hartree) = -6696.38560
- E_HOMO (hartree) = -0.4612

Mulliken atomic charge list, values in e, 5 entries: number 1, C, carries -0.080; number 2, C, carries -0.424; number 3, O, carries -0.513; number 4, K, carries 1.004; number 5, O, carries -0.344

# 4
Below is a molecular structure, C18H25As5F30N4 in a non-equilibrium geometry, with properties calculated with wB97M-V/def2-TZVPD.

ORCA input file:
```
! RIJCOSX wB97M-V def2-TZVPD def2/J DEFGRID3
* xyz -2 1
F -7.52 12.38 8.20
N -12.69 17.51 8.82
F -13.80 13.93 8.05
C -11.79 12.82 5.69
C -13.16 18.79 8.65
F -16.44 15.64 2.91
F -12.49 18.99 -1.39
F -17.88 13.63 2.42
C -12.66 17.21 6.40
F -12.67 17.57 0.87
F -11.02 19.54 0.78
As -11.40 18.08 -0.28
F -8.27 16.23 6.83
H -11.95 13.32 6.65
N -14.27 19.84 2.22
F -7.63 15.29 9.28
F -9.61 17.95 8.01
H -12.63 20.78 4.94
C -14.75 20.17 0.84
F -15.81 15.58 8.18
H -8.85 16.75 2.65
F -7.32 10.06 7.70
H -14.96 17.38 4.45
C -11.32 15.50 3.33
As -15.48 14.02 7.34
H -12.47 16.61 5.52
C -14.52 18.27 4.03
C -13.46 19.28 7.41
C -10.06 14.50 4.81
H -10.69 18.11 3.89
F -17.04 14.24 6.46
F -9.95 12.41 7.73
As -8.59 16.64 8.58
F -14.48 14.49 1.42
F -16.07 12.57 1.04
H -11.78 16.12 10.07
F -16.25 13.14 8.74
C -9.74 17.86 4.35
F -10.13 17.25 0.75
C -12.48 16.75 7.72
C -14.75 18.67 2.72
C -12.06 14.49 3.80
F -16.91 14.97 0.45
F -9.05 10.75 9.41
N -11.34 13.86 4.81
H -8.16 16.39 4.17
F -8.90 17.14 10.27
C -13.20 20.18 4.24
N -10.09 15.49 3.85
H -13.33 19.26 9.60
C -13.65 19.01 4.83
C -13.25 18.51 6.22
As -16.21 14.14 1.91
H -11.54 16.20 2.54
F -10.07 18.61 -1.41
F -14.55 14.86 5.96
F -11.75 16.61 -1.25
C -9.12 16.61 3.69
H -13.25 21.59 2.46
H -11.08 12.00 5.72
H -12.70 12.35 5.32
H -14.28 19.39 0.23
F -8.24 11.58 5.94
H -14.34 21.15 0.60
F -15.53 13.22 3.37
H -13.06 14.15 3.59
C -12.44 16.99 10.17
H -13.42 16.73 10.57
F -7.16 17.72 8.66
F -10.01 15.62 8.60
H -15.84 20.12 0.81
H -9.35 14.33 5.61
H -13.98 20.23 7.38
H -9.81 17.75 5.43
H -9.20 18.80 4.22
F -15.22 12.45 6.56
H -15.34 18.10 2.02
C -13.54 20.67 2.95
F -9.85 9.97 7.10
H -12.14 15.74 7.87
H -11.99 17.80 10.74
As -8.70 11.18 7.69
*
```

Calculated values
- energy (hartree) = -15095.48354
- E_HOMO (hartree) = -0.2266

Mulliken atomic charge list, values in e, 5 entries: number 1, F, carries -0.478; number 2, N, carries 0.510; number 3, F, carries -0.460; number 4, C, carries -0.649; number 5, C, carries -0.824

# 5
Below is a single C18H25F3N4O4 molecule, with properties calculated with wB97M-V/def2-TZVPD.

ORCA input file:
```
! RIJCOSX wB97M-V def2-TZVPD def2/J DEFGRID3
* xyz 0 1
C -0.52 -1.91 0.61
C 2.63 -1.80 -0.35
O -0.67 -5.28 -4.57
H 0.33 -2.27 -1.28
H 6.23 -1.28 -2.93
C -1.48 -3.18 -2.81
C 0.63 -0.94 0.78
F -1.82 -7.71 -3.71
H 4.53 -0.80 -2.91
H 4.16 -2.03 -5.07
H 5.54 -3.68 -2.82
N -0.47 -2.53 -0.70
N 6.07 -3.07 -0.32
H 5.85 -2.51 -5.09
C 4.93 -2.75 -1.04
H 2.39 -1.71 1.67
C -1.69 -5.35 -3.92
O 4.55 -2.32 1.10
C -1.92 -2.20 -5.09
H 3.84 -3.18 -2.80
N -2.19 -4.42 -3.10
C -1.59 -2.95 -1.31
H -3.14 -1.97 -3.34
H -0.44 -3.32 -3.11
F -3.62 -6.61 -3.22
C 5.16 -1.74 -4.75
N 1.94 -1.52 0.78
C -1.44 -0.67 -3.16
H -0.41 0.66 -0.33
H 5.42 -0.81 -5.26
C 5.78 -2.80 0.90
H 1.39 0.87 -0.22
H -0.52 0.34 2.18
O 2.16 -1.67 -1.48
H 6.40 -2.92 1.78
H -2.39 -1.38 -5.64
O -2.64 -3.19 -0.72
C 4.00 -2.28 -0.17
H -1.81 0.14 -3.78
C 0.50 0.43 0.20
H -2.37 -3.13 -5.42
C -2.55 -6.63 -4.03
C 4.85 -2.89 -2.52
H -1.47 -1.38 0.72
H 1.29 0.56 2.27
C 0.43 0.24 1.69
H -1.67 -0.43 -2.12
H -0.49 -2.67 1.40
F -2.99 -6.78 -5.28
H -0.86 -2.24 -5.36
H -3.00 -4.61 -2.53
H -0.35 -0.71 -3.26
C 5.22 -1.59 -3.24
C -2.08 -1.99 -3.59
*
```

Calculated values
- energy above the lowest of the compared OMol25 structures with the same formula, charge and spin (eV) = 0.104
- energy (hartree) = -1520.55352
- E_HOMO (hartree) = -0.3582
- SMILES string = CCCc1ncoc1C(=O)NC1(CNC(=O)[C@@H](NC(=O)C(F)(F)F)C(C)C)CC1

Mulliken atomic charge list, values in e, 5 entries: number 1, C, carries -1.306; number 2, C, carries 0.151; number 3, O, carries -0.594; number 4, H, carries 0.144; number 5, H, carries 0.346

# 6
Below is a single C18H25F3N4O4 molecule, with properties calculated with wB97M-V/def2-TZVPD.

ORCA input file:
```
! RIJCOSX wB97M-V def2-TZVPD def2/J DEFGRID3
* xyz 0 1
C 0.95 4.20 3.48
H 0.37 -2.96 0.87
H -1.27 -1.66 -1.44
C 0.27 2.97 1.40
N -0.93 1.40 -0.11
H 1.66 4.84 2.95
H 0.96 4.58 0.20
C -2.05 -0.52 5.69
H 0.59 4.75 4.35
H -1.96 -2.48 0.03
O 2.91 2.15 0.70
H -5.48 -1.48 3.03
H -7.95 -1.11 3.17
H 1.08 -2.14 -0.60
H -2.08 2.65 2.78
F 2.72 5.27 -0.90
C 0.25 -2.21 0.10
H -0.74 2.04 3.79
H 1.50 3.33 3.84
C 2.47 3.22 0.33
F 4.46 4.47 0.11
C -3.56 -0.01 4.29
H -0.73 4.66 2.22
O -3.06 -0.29 1.33
H -0.24 -0.92 2.59
H -1.60 3.51 4.24
C 0.08 0.35 -0.11
C -7.25 -0.27 3.24
H -4.78 0.88 2.81
C -0.89 2.62 0.46
N 1.25 3.71 0.61
H -5.27 1.19 4.49
C -4.89 0.43 3.80
C -1.13 -1.93 -0.40
O -1.74 3.47 0.23
O -1.48 -0.74 4.50
H 0.97 0.70 0.41
C -5.88 -0.73 3.71
H -1.77 1.22 -0.63
C 3.35 4.13 -0.55
N -3.26 -0.09 5.65
H -5.96 -1.21 4.69
H -1.44 -0.71 6.56
C -0.22 3.78 2.60
C -1.22 2.95 3.39
H -7.18 0.19 2.25
H -7.68 0.47 3.92
C -0.44 -0.94 0.49
C -2.18 -0.49 2.15
C -2.46 -0.41 3.60
H 0.39 0.15 -1.14
F 3.69 3.49 -1.67
N -0.90 -0.85 1.84
H 0.78 2.08 1.76
*
```

Calculated values
- energy above the lowest of the compared OMol25 structures with the same formula, charge and spin (eV) = 0.302
- energy (hartree) = -1520.54625
- E_HOMO (hartree) = -0.3505
- SMILES string = CCCc1ncoc1C(=O)NC1(CNC(=O)[C@@H](NC(=O)C(F)(F)F)C(C)C)CC1

Mulliken atomic charge list, values in e, 5 entries: number 1, C, carries -1.648; number 2, H, carries 0.284; number 3, H, carries 0.222; number 4, C, carries -0.222; number 5, N, carries 0.149

# 7
Below is a single C18H25N3O molecule, with properties calculated with wB97M-V/def2-TZVPD.

ORCA input file:
```
! RIJCOSX wB97M-V def2-TZVPD def2/J DEFGRID3
* xyz 0 1
N -0.41 1.77 -1.61
H 0.74 1.55 0.09
C 0.09 2.31 -0.36
C -0.15 -0.25 3.15
C -0.56 -1.58 0.68
H -1.75 0.89 -3.63
H 0.61 -4.53 0.18
C -1.64 2.40 -2.09
C 1.40 3.25 -2.17
N -2.33 -0.24 -1.13
C -1.35 -0.50 1.05
C -2.45 0.03 0.20
C 3.28 -3.80 3.12
C 2.15 -2.98 2.63
H -1.42 -0.51 -1.47
C 1.55 -4.01 0.34
C 0.64 -1.32 2.77
H 3.02 -4.29 4.06
C 0.71 1.92 -2.52
H 1.39 1.08 -2.34
H 2.32 -4.75 0.55
H 0.38 1.88 -3.56
C -3.19 0.39 -2.10
H -1.43 3.31 -2.67
H -3.98 0.89 -1.53
H -1.81 0.96 2.54
H -3.15 1.96 -3.57
C 1.41 -3.05 1.48
H -0.73 -2.11 -0.25
H -3.64 -0.37 -2.74
H 1.81 -3.48 -0.57
N 1.68 -1.94 3.40
H 3.54 -4.57 2.39
C -2.43 1.41 -2.96
C -1.15 0.14 2.28
C 0.44 -2.00 1.54
H 1.10 4.04 -2.86
H 4.16 -3.18 3.30
H 2.49 3.15 -2.23
C 0.92 3.56 -0.74
H 2.05 -1.69 4.30
H 0.30 4.45 -0.72
O -3.40 0.64 0.66
H -0.72 2.53 0.33
H -2.25 2.67 -1.23
H 0.00 0.25 4.09
H 1.75 3.71 -0.05
*
```

Calculated values
- energy above the lowest of the compared OMol25 structures with the same formula, charge and spin (eV) = 0.747
- energy (hartree) = -940.43948
- E_HOMO (hartree) = -0.2872
- SMILES string = Cc1[nH]c2ccc(C(=O)NCCCN3CCCC3)cc2c1C

Mulliken atomic charge list, values in e, 5 entries: number 1, N, carries 0.281; number 2, H, carries 0.209; number 3, C, carries -0.804; number 4, C, carries -1.246; number 5, C, carries -0.199

# 8
Below is a single C18H25N3O2 molecule in a non-equilibrium geometry, with properties calculated with wB97M-V/def2-TZVPD.

ORCA input file:
```
! RIJCOSX wB97M-V def2-TZVPD def2/J DEFGRID3
* xyz 0 1
O 2.75 5.42 0.32
C 0.31 -3.26 0.69
C -3.58 -3.45 -0.70
C 1.61 5.20 -0.48
H -5.93 -4.50 -2.88
C 0.77 1.55 0.61
C -2.46 -4.06 -1.27
H 0.12 3.54 1.08
H -0.82 -0.71 1.06
H 3.90 6.84 1.15
H -1.72 -5.28 -2.85
N -0.96 -3.15 0.48
C -4.96 -4.38 -2.43
H -5.69 -3.15 -0.84
C 1.13 -2.59 1.75
C -4.82 -3.61 -1.28
H -3.46 -2.87 0.20
H -3.96 -5.57 -3.90
N 1.19 -1.15 1.59
H -0.79 1.53 2.12
C 1.40 3.70 -0.63
H 2.18 7.28 1.04
C -1.16 -3.89 -0.65
C -0.07 -0.48 1.84
H 0.05 1.37 -0.20
H 0.69 -2.81 2.72
H 1.83 3.25 1.42
H 2.14 -2.99 1.70
C 1.02 3.06 0.71
C 3.01 6.78 0.53
N -0.05 -4.41 -1.11
H -0.47 -0.84 2.79
C 0.16 1.03 1.91
O 0.91 -4.00 -0.25
C 1.74 -0.74 0.31
H 1.76 5.66 -1.48
H 0.73 5.67 -0.03
H 0.60 3.53 -1.36
C -2.60 -4.82 -2.43
H 2.48 1.04 -0.62
H 0.84 1.24 2.74
C 2.04 0.75 0.34
C -3.85 -4.98 -3.00
H 2.32 3.26 -1.01
H 2.77 0.96 1.13
H 3.20 7.30 -0.42
H 1.05 -0.95 -0.53
H 2.66 -1.30 0.14
*
```

Calculated values
- energy above the lowest of the compared OMol25 structures with the same formula, charge and spin (eV) = 3.197
- energy (hartree) = -1015.60800
- E_HOMO (hartree) = -0.3244
- SMILES string = COCCCC1CCN(Cc2nc(-c3ccccc3)no2)CC1

Mulliken atomic charge list, values in e, 5 entries: number 1, O, carries -0.281; number 2, C, carries 0.925; number 3, C, carries -0.257; number 4, C, carries -0.698; number 5, H, carries 0.380

Question: Which value of energy does entry 8 give?
Answer: -1015.60800 hartree